C4H5NO | the ωB97M-V functional and the def2-TZVPD basis

Summary:
E_HOMO in eV: -7.8
E in hartree: -285.40250
SMILES: Oc1ccc[nH]1
LUMO level in eV: 0.83
ΔE to the lowest compared entry with this formula, charge and spin in kcal per mole: 7.6
F_max in hartree/bohr: 0.006

Last column: natural (NBO) charge in e.
Geometry (Å):
O1 2.108 0.711 -0.124  -0.677
C1 0.843 0.222 -0.012  0.424
C2 0.328 -1.008 0.313  -0.398
C3 -1.095 -0.871 0.257  -0.284
C4 -1.381 0.422 -0.082  -0.095
N1 -0.183 1.084 -0.251  -0.532
H1 2.684 -0.006 -0.412  0.490
H2 0.893 -1.892 0.578  0.221
H3 -1.821 -1.650 0.448  0.222
H4 -2.322 0.933 -0.231  0.212
H5 -0.053 2.054 -0.486  0.417

=====

C4H5NO | the ωB97M-V functional and the def2-TZVPD basis

Summary:
E_HOMO in eV: -9.6
E in hartree: -285.29106
SMILES: O=C1CN2C[C@@H]12
LUMO level in eV: 0.81
ΔE to the lowest compared entry with this formula, charge and spin in kcal per mole: 77.5
F_max in hartree/bohr: 0.059

Last column: natural (NBO) charge in e.
Geometry (Å):
O1 -1.834 0.994 1.073  -0.549
C1 -0.861 0.619 0.458  0.536
C2 -0.980 -0.463 -0.568  -0.384
N1 0.355 -1.000 -0.051  -0.320
C3 1.338 0.038 -0.393  -0.255
C4 0.524 0.234 0.826  -0.197
H1 -1.978 -0.609 -0.035  0.280
H2 -1.031 -0.400 -1.656  0.222
H3 1.182 0.681 -1.260  0.205
H4 2.384 -0.228 -0.220  0.230
H5 0.914 0.181 1.835  0.232

=====

C4H5NO | the ωB97M-V functional and the def2-TZVPD basis

Summary:
E_HOMO in eV: -8.9
E in hartree: -285.30356
SMILES: C#CN(C)C=O
LUMO level in eV: 0.90
ΔE to the lowest compared entry with this formula, charge and spin in kcal per mole: 69.7
F_max in hartree/bohr: 0.117

Last column: natural (NBO) charge in e.
Geometry (Å):
C1 2.179 1.019 0.027  -0.307
C2 1.038 0.644 0.070  0.157
N1 -0.133 0.012 -0.023  -0.499
C3 -0.258 -1.380 0.076  -0.407
C4 -1.401 0.884 -0.035  0.554
O1 -2.462 0.344 0.016  -0.535
H1 2.949 1.761 0.125  0.241
H2 -1.034 -1.852 -0.472  0.231
H3 0.529 -1.701 -0.556  0.213
H4 -0.150 -1.709 1.053  0.199
H5 -1.257 1.978 -0.281  0.152

=====

C4H5NO | the ωB97M-V functional and the def2-TZVPD basis

Summary:
E_HOMO in eV: -9.7
E in hartree: -285.31055
SMILES: C=CC(=O)N=C
LUMO level in eV: -0.02
ΔE to the lowest compared entry with this formula, charge and spin in kcal per mole: 65.3
F_max in hartree/bohr: 0.088

Last column: natural (NBO) charge in e.
Geometry (Å):
C1 -0.287 1.390 -0.738  -0.280
C2 -0.407 0.904 0.512  -0.339
C3 0.624 -0.097 1.017  0.643
O1 0.930 -0.203 2.179  -0.521
N1 0.887 -1.068 0.069  -0.462
C4 0.045 -1.787 -0.505  -0.027
H1 -0.425 2.436 -0.960  0.206
H2 -0.011 0.751 -1.562  0.197
H3 -0.664 1.592 1.309  0.219
H4 0.381 -2.526 -1.226  0.207
H5 -1.073 -1.392 -0.097  0.158

=====

C4H5NO | the ωB97M-V functional and the def2-TZVPD basis

Summary:
E_HOMO in eV: -8.4
E in hartree: -285.27690
LUMO level in eV: 0.78
ΔE to the lowest compared entry with this formula, charge and spin in kcal per mole: 86.4
F_max in hartree/bohr: 0.053

Last column: natural (NBO) charge in e.
Geometry (Å):
N1 1.501 0.091 0.323  -0.679
C1 1.232 -0.974 -0.516  0.363
C2 0.478 0.986 -0.236  -0.051
C3 -0.823 0.657 -0.086  -0.252
C4 -1.043 -0.750 0.340  -0.148
O1 0.045 -1.506 -0.228  -0.499
H1 2.464 0.442 0.263  0.393
H2 0.851 1.720 -0.931  0.216
H3 -1.646 1.329 -0.268  0.229
H4 -1.946 -1.209 -0.088  0.215
H5 -1.112 -0.786 1.427  0.212

=====

C4H5NO | the ωB97M-V functional and the def2-TZVPD basis

Summary:
E_HOMO in eV: -10.4
E in hartree: -285.30771
SMILES: C#CCN=C=O.[H][H]
LUMO level in eV: 0.77
ΔE to the lowest compared entry with this formula, charge and spin in kcal per mole: 67.1
F_max in hartree/bohr: 0.015

Last column: natural (NBO) charge in e.
Geometry (Å):
C1 1.342 -2.020 -0.969  -0.197
C2 1.136 -0.965 -0.428  -0.050
C3 0.894 0.323 0.235  -0.282
N1 -0.351 0.958 -0.133  -0.556
C4 -1.093 0.923 -1.085  0.880
O1 -1.894 0.982 -1.940  -0.504
H1 1.522 -2.959 -1.445  0.241
H2 1.716 1.012 0.011  0.234
H3 0.887 0.181 1.320  0.237
H4 -2.301 0.716 2.509  -0.005
H5 -1.859 0.850 1.925  0.001

=====

C4H5NO | the ωB97M-V functional and the def2-TZVPD basis

Summary:
E_HOMO in eV: -8.9
E in hartree: -285.29714
SMILES: CCN=C=C=O
LUMO level in eV: -0.81
ΔE to the lowest compared entry with this formula, charge and spin in kcal per mole: 73.7
F_max in hartree/bohr: 0.022

Last column: natural (NBO) charge in e.
Geometry (Å):
C1 -1.454 0.140 -0.977  -0.616
C2 -0.192 -0.029 -0.153  -0.253
N1 1.171 0.142 -0.718  -0.315
C3 2.074 0.049 0.153  -0.027
C4 1.921 -0.154 1.545  0.586
O1 2.306 -0.288 2.632  -0.408
H1 -2.266 -0.007 -0.252  0.218
H2 -1.565 -0.618 -1.757  0.215
H3 -1.571 1.138 -1.406  0.215
H4 -0.231 0.675 0.684  0.189
H5 -0.193 -1.047 0.250  0.196

=====

C4H5NO | the ωB97M-V functional and the def2-TZVPD basis

Summary:
E_HOMO in eV: -8.4
E in hartree: -285.31699
LUMO level in eV: 0.01
ΔE to the lowest compared entry with this formula, charge and spin in kcal per mole: 61.2
F_max in hartree/bohr: 0.015

Last column: natural (NBO) charge in e.
Geometry (Å):
C1 -1.424 -0.373 -0.060  -0.635
C2 0.007 0.109 0.019  -0.039
C3 0.353 1.361 0.710  0.379
O1 1.471 1.826 0.822  -0.531
C4 1.925 -0.997 -1.123  0.063
N1 0.976 -0.564 -0.517  -0.232
H1 -1.824 -0.615 0.935  0.223
H2 -1.495 -1.272 -0.681  0.231
H3 -2.074 0.395 -0.500  0.224
H4 -0.542 1.869 1.138  0.111
H5 2.628 -1.740 -0.743  0.205

=====

C4H5NO | the ωB97M-V functional and the def2-TZVPD basis

Summary:
E_HOMO in eV: -9.7
E in hartree: -285.36061
SMILES: CC#CC(N)=O
LUMO level in eV: 0.95
ΔE to the lowest compared entry with this formula, charge and spin in kcal per mole: 33.9
F_max in hartree/bohr: 0.014

Last column: natural (NBO) charge in e.
Geometry (Å):
C1 2.191 0.708 0.741  -0.694
C2 1.063 -0.028 0.192  0.105
C3 -0.030 -0.435 -0.121  -0.178
C4 -1.482 -0.271 -0.150  0.615
N1 -2.168 -0.871 -1.154  -0.804
O1 -2.011 0.449 0.677  -0.582
H1 2.144 1.726 0.340  0.248
H2 3.172 0.283 0.525  0.239
H3 2.047 0.769 1.824  0.247
H4 -3.169 -0.749 -1.142  0.405
H5 -1.755 -1.583 -1.732  0.401

=====

C4H5NO | the ωB97M-V functional and the def2-TZVPD basis

Summary:
E_HOMO in eV: -8.8
E in hartree: -285.23789
SMILES: C=C1ON2C[C@@H]12
LUMO level in eV: 0.98
ΔE to the lowest compared entry with this formula, charge and spin in kcal per mole: 110.9
F_max in hartree/bohr: 0.079

Last column: natural (NBO) charge in e.
Geometry (Å):
C1 -1.734 -0.735 -0.010  -0.524
C2 -0.413 -0.743 0.075  0.303
O1 0.442 -1.752 -0.095  -0.375
N1 1.614 -0.907 0.471  -0.054
C3 1.572 0.225 -0.423  -0.291
C4 0.546 0.308 0.626  -0.163
H1 -2.173 -1.589 -0.459  0.210
H2 -2.282 0.072 0.247  0.207
H3 1.188 0.111 -1.398  0.223
H4 2.311 1.021 -0.235  0.228
H5 0.430 0.940 1.480  0.236

=====

C4H5NO | the ωB97M-V functional and the def2-TZVPD basis

Summary:
E_HOMO (alpha / beta) in eV: -9.7 / -9.7
E in hartree: -285.22609
LUMO level (alpha / beta) in eV: -1.19 / -1.19
ΔE to the lowest compared entry with this formula, charge and spin in kcal per mole: 118.3
F_max in hartree/bohr: 0.069

Last column: natural (NBO) charge in e.
Geometry (Å):
C1 -0.931 -0.935 0.781  -0.721
C2 0.158 0.007 0.529  0.035
C3 0.600 0.074 -0.815  0.194
O1 0.300 -0.754 -1.685  -0.636
C4 0.471 1.653 -0.916  0.165
N1 0.738 2.718 -1.290  -0.276
H1 -1.826 -0.372 1.073  0.267
H2 -1.229 -1.548 -0.068  0.270
H3 -0.604 -1.589 1.570  0.253
H4 0.480 0.721 1.294  0.241
H5 1.830 -0.127 -0.024  0.208

=====

C4H5NO | the ωB97M-V functional and the def2-TZVPD basis

Summary:
E_HOMO (alpha / beta) in eV: -7.9 / -7.9
E in hartree: -285.22357
LUMO level (alpha / beta) in eV: 0.29 / 0.29
ΔE to the lowest compared entry with this formula, charge and spin in kcal per mole: 119.9
F_max in hartree/bohr: 0.025

Last column: natural (NBO) charge in e.
Geometry (Å):
N1 2.367 0.997 0.181  -0.608
C1 2.051 -0.281 0.005  -0.051
C2 0.680 -0.300 0.111  0.489
C3 -0.487 -0.110 -0.807  -0.532
C4 -1.285 -0.387 0.468  -0.062
O1 -0.029 -0.434 1.214  -0.418
H1 1.503 1.530 0.321  0.263
H2 -0.689 0.840 -1.321  0.260
H3 -0.422 -0.912 -1.531  0.256
H4 -1.915 0.414 0.845  0.202
H5 -1.773 -1.357 0.514  0.201